No. 1
The following is a DFT calculation (wB97M-V/def2-TZVPD) of an isolated ion of composition C4H10N3S and charge +1.

Each line ends with the Löwdin charge.
CARTESIAN COORDINATES (ANGSTROEM)
C -1.34 0.40 0.09  -0.6134
C 2.17 -0.54 -0.32  -0.0348
C 1.57 0.84 -0.69  -0.0688
C 0.99 0.03 0.38  -0.2939
N -1.15 1.70 0.26  0.1876
N -0.36 -0.50 0.07  -0.1307
N -0.70 -1.83 0.22  0.0658
S -2.96 -0.26 -0.35  0.8934
H 1.90 -1.32 -1.04  0.1148
H 3.09 -0.56 0.32  0.1382
H 2.01 1.75 -0.53  0.0886
H 1.03 0.70 -1.60  0.1142
H 1.19 0.11 1.46  0.1750
H -0.18 2.09 0.50  0.1718
H -1.91 2.23 0.27  0.0567
H -0.33 -2.62 -0.34  0.1332
H -3.29 -0.33 1.02  -0.0217
H -1.72 -1.91 0.30  0.0242

Calculated values
- net charge = +1
- lowest unoccupied orbital energy (eV) = -3.69
- energy (hartree) = -720.52722
- orbital gap (eV) = 9.65
- relative energy (zero: lowest compared OMol25 entry of this formula, charge and spin) (eV) = 2.807
- 2S+1 = 1

No. 2
The following is a DFT calculation (wB97M-V/def2-TZVPD) of an isolated ion of composition C4H10N3S and charge +1.

Each line ends with the Löwdin charge.
CARTESIAN COORDINATES (ANGSTROEM)
C -1.00 -1.90 -0.92  -0.0028
C -0.47 -0.92 0.22  -0.3159
N 0.43 -1.64 1.04  0.0713
N 1.42 -1.00 1.32  0.0038
C 1.49 0.25 0.76  -0.7261
S 2.86 0.33 -0.42  0.8038
C 0.24 0.46 -0.09  -0.2677
N -0.60 1.57 0.55  0.1696
H -0.47 -1.86 -1.81  0.0453
H -2.08 -1.68 -1.07  0.0892
H -0.89 -2.92 -0.44  0.1082
H -1.31 -0.78 0.96  0.1635
H 1.60 1.08 1.45  0.1068
H 3.87 -0.19 0.54  -0.0039
H 0.71 0.74 -1.05  0.1105
H -0.45 1.57 1.63  0.2164
H -1.53 1.87 0.10  0.2035
H -0.02 2.48 0.22  0.2245

Calculated values
- net charge = +1
- lowest unoccupied orbital energy (eV) = -4.22
- energy (hartree) = -720.49568
- orbital gap (eV) = 9.17
- relative energy (zero: lowest compared OMol25 entry of this formula, charge and spin) (eV) = 3.666
- SMILES = C[C@H]1N=N[C@@H](S)[C@@H]1[NH3+]
- 2S+1 = 1

Largest force on an atom readings, ordered: 6.0, 4.7 eV/Å